1.
Entry from the Open Molecules 2025 dataset: a cluster of 10 separate species, C18H45BrF3N20O11 in total in a non-equilibrium geometry (the ωB97M-V functional and the def2-TZVPD basis).

- Frontier orbital gap: 7.2915 eV
- Charge: +1

Each line ends with the Löwdin charge.
Geometry (Å):
O 1.92409 2.04389 -0.53849  0.068
N 1.38996 2.16968 -1.56936  -0.004
O -0.00219 2.24207 -1.40195  -0.085
C -0.59206 1.87279 -2.66350  -0.102
C -0.63690 0.36782 -2.74708  -0.172
C -1.12424 -0.33814 -1.68000  0.051
C -1.12644 -1.71428 -1.73601  0.080
C -0.65340 -2.40458 -2.85960  -0.201
C -0.65058 -3.91550 -2.82053  -0.154
C -1.96203 -4.53176 -3.33176  -0.023
C -1.74687 -6.08918 -3.38124  -0.582
F -2.75850 -6.73348 -2.78427  0.140
F -0.62949 -6.46437 -2.75049  0.141
F -1.68199 -6.60439 -4.64781  0.099
C -0.20712 -1.63844 -3.89630  -0.579
Br 0.46657 -2.45163 -5.46341  0.909
N -0.21519 -0.29818 -3.81703  0.138
H 0.05002 2.31835 -3.43662  0.132
H -1.58739 2.32679 -2.74658  0.119
H -1.45951 0.20667 -0.80509  0.147
H -1.49052 -2.28444 -0.87369  0.122
H 0.18976 -4.26677 -3.42633  0.097
H -0.51037 -4.21903 -1.77827  0.103
H -2.22359 -4.24213 -4.35356  0.097
H -2.80405 -4.38588 -2.65021  0.138
H 0.12428 0.20701 -4.63177  0.171
C -4.86982 2.44917 -2.74986  -0.671
O -3.85344 1.87289 -3.13827  -0.016
N -4.89280 3.21700 -1.63486  0.166
N -6.05128 2.35135 -3.42126  0.156
H -5.71180 3.69131 -1.30649  0.104
H -4.03845 3.31705 -1.11588  0.072
H -6.06398 1.78866 -4.25183  0.105
H -6.89446 2.80743 -3.12977  0.098
C -2.96247 6.16270 -1.16282  -0.663
O -3.28695 5.15858 -0.54749  0.004
N -3.71788 7.29573 -1.16040  0.160
N -1.81624 6.23120 -1.90155  0.158
H -3.47101 8.13064 -1.65683  0.098
H -4.56650 7.28015 -0.62547  0.107
H -1.23546 5.41484 -1.92148  0.091
H -1.53116 7.04475 -2.41281  0.097
C -1.31255 -4.48078 1.51925  -0.657
O -1.35076 -4.23328 0.31167  -0.016
N -0.88501 -3.57924 2.43785  0.175
N -1.69803 -5.67855 2.02372  0.172
H -0.84443 -3.76998 3.42740  0.083
H -0.59437 -2.68043 2.10291  0.100
H -2.02093 -6.37084 1.37294  0.109
H -1.67350 -5.90098 3.00235  0.108
C 1.43601 -3.86171 5.56762  -0.686
O 0.39723 -4.49920 5.45180  0.000
N 1.51484 -2.73493 6.34239  0.145
N 2.59069 -4.20512 4.94606  0.171
H 2.35496 -2.19725 6.45734  0.096
H 0.68189 -2.44749 6.82364  0.110
H 2.57325 -5.02362 4.36627  0.109
H 3.44583 -3.68249 5.02960  0.082
C 3.61480 -0.69227 3.55590  -0.661
O 4.22299 -1.74598 3.71220  -0.002
N 2.38919 -0.46750 4.11236  0.163
N 4.12235 0.32906 2.81858  0.175
H 1.87257 0.38418 3.99848  0.098
H 1.99467 -1.20854 4.66545  0.056
H 5.03446 0.19436 2.40674  0.088
H 3.64854 1.20145 2.67905  0.092
C -3.16650 -4.52555 -7.90093  -0.685
O -3.97312 -3.83638 -8.49262  0.036
N -3.32957 -4.88872 -6.58958  0.152
N -2.02587 -4.99870 -8.49023  0.150
H -2.68782 -5.44448 -6.05914  0.050
H -4.16133 -4.55436 -6.13773  0.107
H -1.87277 -4.75490 -9.45142  0.104
H -1.35155 -5.57108 -8.01868  0.090
C 7.94953 -0.83649 3.47641  -0.679
O 7.47206 0.06449 2.79700  0.004
N 7.27948 -1.99633 3.70863  0.158
N 9.18495 -0.74347 4.04974  0.149
H 7.63747 -2.75307 4.25878  0.096
H 6.36582 -2.07562 3.29438  0.068
H 9.70025 0.10292 3.89425  0.103
H 9.59415 -1.46713 4.60856  0.093
C 2.61407 5.17751 2.03245  -0.670
O 2.40399 5.78374 3.06915  0.026
N 1.83532 4.12132 1.64880  0.167
N 3.63219 5.49777 1.18206  0.158
H 1.97343 3.59441 0.80748  0.036
H 1.07886 3.86838 2.26269  0.105
H 4.22038 6.26846 1.44157  0.108
H 3.81956 5.00803 0.32835  0.092
C -1.25620 5.86544 4.34648  -0.686
O -1.03338 4.68205 4.55456  0.005
N -2.36429 6.49834 4.84190  0.143
N -0.42273 6.64555 3.60519  0.160
H -2.56785 7.46642 4.68538  0.088
H -2.99754 5.94951 5.39268  0.099
H 0.40210 6.20111 3.23332  0.051
H -0.58630 7.61561 3.41695  0.094



2.
Entry from the Open Molecules 2025 dataset: a structure of composition C18H45CaF9N9O17P2S3 in a non-equilibrium geometry (the ωB97M-V functional and the def2-TZVPD basis).

- Frontier orbital gap: 2.1747 eV
- Energy relative to the best compared isomer or geometry (same formula, charge and spin): 1720.4 kJ/mol
- Charge: -1

Each line ends with the Löwdin charge.
Geometry (Å):
Ca -27.85183 -8.88566 0.94438  1.859
C -22.88515 -2.75105 2.38481  -0.637
F -23.27812 -2.61773 1.14476  0.134
F -21.74263 -3.50759 2.46984  0.075
F -22.48666 -1.53365 2.79245  0.090
S -24.37701 -3.39709 3.49135  0.482
O -23.83730 -3.62937 4.82661  -0.361
O -25.39215 -2.31381 3.41515  -0.371
O -24.75115 -4.61230 2.77227  -0.401
C -23.04238 -14.80138 -1.39213  -0.705
F -23.54102 -15.17670 -0.22544  0.111
F -21.80193 -15.25380 -1.41413  0.134
F -23.86009 -15.30213 -2.25896  0.157
S -22.99378 -12.82432 -1.52063  0.499
O -21.67562 -12.47245 -0.95687  -0.375
O -23.05178 -12.45488 -2.92588  -0.363
O -24.13009 -12.31135 -0.69390  -0.425
C -33.83786 -3.97567 -0.46044  -0.727
F -33.26533 -3.49236 0.57394  0.181
F -34.62139 -4.98490 -0.20125  0.146
F -34.57920 -3.02303 -1.06125  0.108
S -32.45834 -4.58606 -1.70949  0.477
O -33.13683 -5.30156 -2.80458  -0.361
O -31.73169 -3.38806 -2.14410  -0.345
O -31.58816 -5.46582 -0.94733  -0.385
C -28.99147 -10.76320 -7.04576  0.039
N -28.81933 -11.53146 -5.81299  -0.450
O -28.70613 -10.87713 -4.76683  0.033
O -28.65750 -12.74587 -5.88880  0.060
H -29.38224 -9.79152 -6.74370  0.102
H -29.72207 -11.28921 -7.66028  0.102
H -27.95053 -10.76570 -7.36910  0.115
C -21.66925 -6.27928 -3.56811  0.044
N -23.12456 -6.29233 -3.84733  -0.451
O -23.93575 -6.59792 -2.98766  0.051
O -23.44265 -5.97126 -4.97718  0.052
H -21.33517 -5.26215 -3.77283  0.104
H -21.20791 -7.02008 -4.22117  0.103
H -21.52068 -6.62990 -2.54679  0.099
C -31.01296 -4.20202 7.71849  0.039
N -31.43248 -5.28085 6.74308  -0.455
O -32.34723 -5.94331 7.14947  0.063
O -30.70128 -5.53749 5.81661  0.065
H -31.74610 -3.99095 8.49698  0.094
H -30.80622 -3.31556 7.11885  0.094
H -30.01424 -4.39831 8.10853  0.098
O -25.85489 -11.55545 6.22757  -0.309
P -25.30561 -12.01705 7.50511  0.634
N -25.92122 -11.24387 8.89493  -0.327
C -27.23853 -11.41505 9.45939  -0.126
C -25.34990 -9.96874 9.39858  -0.085
N -23.56956 -11.88278 7.53117  -0.315
C -22.72331 -12.26437 8.61343  -0.124
C -22.92510 -11.34758 6.36720  -0.128
N -25.58050 -13.75188 7.78095  -0.317
C -25.19826 -14.40290 8.99785  -0.164
C -25.71522 -14.68616 6.67717  -0.121
H -27.15335 -11.24260 10.53229  0.079
H -27.68955 -12.36945 9.18775  0.080
H -27.86956 -10.66304 8.98569  0.082
H -25.57667 -9.82940 10.45558  0.081
H -25.77648 -9.20852 8.74421  0.089
H -24.26880 -10.00407 9.26415  0.061
H -23.05928 -13.19281 9.07520  0.049
H -21.74773 -12.48446 8.17993  0.092
H -22.67239 -11.57424 9.45558  0.074
H -22.13819 -10.65718 6.67084  0.084
H -22.46147 -12.15497 5.80039  0.084
H -23.60089 -10.82899 5.68715  0.071
H -25.88211 -15.24098 9.13228  0.078
H -24.21698 -14.86291 8.88123  0.070
H -25.16531 -13.68619 9.81842  0.077
H -26.15494 -15.61941 7.02901  0.074
H -24.73623 -14.94069 6.27109  0.082
H -26.36565 -14.29237 5.89615  0.076
O -32.42707 -12.33315 1.16819  -0.347
P -33.45970 -13.45633 1.13165  0.588
N -34.40636 -13.40101 2.53508  -0.306
C -33.82991 -13.89399 3.79799  -0.114
C -35.39994 -12.33107 2.69177  -0.101
N -32.77052 -15.02629 1.06838  -0.293
C -33.43154 -16.33336 1.33623  -0.100
C -31.58814 -15.10783 0.21773  -0.135
N -34.54255 -13.32676 -0.16117  -0.302
C -35.79469 -14.15169 -0.28648  -0.087
C -34.46924 -12.33624 -1.22547  -0.116
H -33.23452 -14.79270 3.63699  0.058
H -34.66094 -14.16848 4.44772  0.082
H -33.12852 -13.18609 4.23964  0.083
H -35.73677 -12.33097 3.72842  0.080
H -36.26228 -12.61471 2.08843  0.059
H -35.17768 -11.31015 2.38124  0.084
H -34.23195 -16.57931 0.63840  0.059
H -32.76863 -17.19834 1.35689  0.083
H -33.98091 -16.28484 2.27641  0.062
H -30.90536 -14.27340 0.37776  0.069
H -30.95591 -15.97943 0.38717  0.077
H -31.87904 -15.23348 -0.82519  0.080
H -35.66328 -15.02634 0.35054  0.052
H -36.64396 -13.56577 0.06501  0.072
H -35.86921 -14.49888 -1.31701  0.083
H -35.31454 -12.39413 -1.91119  0.081
H -33.50504 -12.36552 -1.73297  0.076
H -34.46100 -11.32589 -0.81650  0.075



3.
Entry from the Open Molecules 2025 dataset: a cluster of 10 separate species, C18H45N10O19S in total in a non-equilibrium geometry (the ωB97M-V functional and the def2-TZVPD basis).

- Frontier orbital gap: 7.7368 eV
- Charge: +1

Each line ends with the Löwdin charge.
Geometry (Å):
C -4.21365 -2.51576 1.92489  0.119
C -3.66701 -1.37450 1.27462  -0.261
S -2.63510 -0.09863 0.33892  1.027
N -3.77522 0.99196 -0.48422  -0.187
C -1.67273 0.86041 1.63101  -0.313
C -0.09992 0.93333 1.14782  -0.217
C 0.99048 0.50193 2.29276  -0.192
C 1.31496 -1.10192 2.37990  -0.162
C 1.45237 -1.86630 0.93614  -0.219
O 2.14184 -1.09908 -0.11297  -0.222
C 1.79541 -1.61641 -1.47206  -0.234
C 1.08265 -0.43542 -2.38939  -0.098
H -4.56085 -3.47031 2.54932  0.116
H -3.21674 1.76299 -0.94341  0.080
H -4.18847 0.41940 -1.27270  0.081
H -2.10824 1.96719 1.62389  0.093
H -1.81348 0.47388 2.73780  0.141
H -0.00081 0.37243 0.12513  0.074
H 0.11024 2.08367 0.90653  0.120
H 0.52451 0.81151 3.34511  0.124
H 1.97516 1.14644 2.18885  0.128
H 0.57481 -1.70993 3.08680  0.134
H 2.38140 -1.19658 2.90839  0.106
H 0.33967 -2.09454 0.56897  0.117
H 2.03679 -2.89883 1.05442  0.148
H 1.04699 -2.51853 -1.44955  0.112
H 2.73706 -1.97456 -2.08224  0.126
H 1.32261 0.60987 -1.87335  0.085
H 1.47427 -0.42186 -3.50306  0.079
H -0.10449 -0.55419 -2.38365  0.071
C -6.93878 -0.23991 1.34205  0.023
N -8.24597 -0.90384 1.08865  -0.422
O -8.42276 -2.01762 1.59579  0.053
O -9.05756 -0.28806 0.38785  0.061
H -6.32720 -0.89171 1.96948  0.054
H -6.45973 -0.07542 0.37476  0.082
H -7.14214 0.70471 1.85053  0.100
C -4.70607 5.10990 1.79444  0.037
N -4.56460 3.78809 2.46270  -0.401
O -5.59242 3.11754 2.61404  0.059
O -3.42574 3.46111 2.81635  0.018
H -5.75627 5.26610 1.53907  0.108
H -4.36229 5.87244 2.49625  0.109
H -4.08891 5.09150 0.89388  0.057
C 5.12729 0.53036 5.37526  0.051
N 3.82010 -0.13357 5.12186  -0.404
O 3.64331 -1.24735 5.62900  0.063
O 3.00851 0.48222 4.42106  0.017
H 5.73887 -0.12143 6.00269  0.086
H 5.60634 0.69486 4.40798  0.107
H 4.92393 1.47498 5.88375  0.105
C -0.44726 5.63724 0.30848  0.066
N -1.92594 5.53607 0.17797  -0.390
O -2.60957 6.26458 0.90659  0.030
O -2.35846 4.72821 -0.65226  0.038
H -0.21001 6.38217 1.07094  0.110
H -0.07419 4.65366 0.60101  0.090
H -0.05075 5.93990 -0.66281  0.081
C 1.91265 -4.32943 -4.34376  0.048
N 2.57743 -3.36249 -5.25855  -0.405
O 3.59020 -3.75005 -5.85273  0.047
O 2.06369 -2.24181 -5.35426  0.042
H 2.46900 -5.26901 -4.35794  0.104
H 1.91793 -3.89319 -3.34283  0.080
H 0.89375 -4.47915 -4.70661  0.058
C -3.18409 -4.84740 -5.06894  0.046
N -1.74284 -4.50144 -4.93890  -0.411
O -1.05941 -5.19952 -4.18090  0.042
O -1.33845 -3.53892 -5.60148  0.064
H -3.39923 -5.70935 -4.43389  0.099
H -3.76186 -3.97823 -4.74814  0.101
H -3.37257 -5.08472 -6.11792  0.108
C -1.00776 8.44911 -3.59211  0.043
N 0.05475 7.71821 -2.85007  -0.427
O 0.40430 6.61984 -3.29767  0.052
O 0.50779 8.26785 -1.83930  0.046
H -1.31137 7.85164 -4.45430  0.099
H -1.84683 8.59407 -2.90863  0.102
H -0.58753 9.40423 -3.91361  0.107
C 5.85651 -0.88568 9.81384  0.040
N 6.52129 0.08127 8.89904  -0.428
O 7.53406 -0.30630 8.30487  0.052
O 6.00755 1.20194 8.80334  0.040
H 6.41286 -1.82526 9.79965  0.099
H 5.86179 -0.44943 10.81477  0.104
H 4.83762 -1.03539 9.45099  0.101
C 4.88324 -6.32532 -7.61433  0.033
N 4.44433 -7.63535 -7.06209  -0.427
O 3.37520 -8.09574 -7.47916  0.046
O 5.18555 -8.16437 -6.22560  0.047
H 4.13953 -5.97862 -8.33491  0.098
H 4.96607 -5.62677 -6.77925  0.079
H 5.84862 -6.47959 -8.10062  0.103